A molecular structure, C41H31I2LaN6O5, computed with ωB97M-V/def2-TZVPD.

CARTESIAN COORDINATES (ANGSTROEM)
La  -0.10045  0.00680  0.55427
O  0.51212  2.06862  -0.68021
C  0.99684  2.42773  -1.79467
C  1.94853  3.49574  -1.87026
C  2.48725  3.90201  -3.06134
C  2.11673  3.30523  -4.28030
C  1.19943  2.28109  -4.24394
C  0.64407  1.81225  -3.04211
C  -0.29880  0.71558  -3.14250
N  -0.82204  0.03578  -2.19719
C  -1.82168  -0.95220  -2.61963
C  -2.52276  -1.53668  -1.39959
N  -1.50454  -2.11291  -0.55867
C  -1.41869  -3.38227  -0.49832
C  -0.33779  -4.12487  0.10156
C  -0.50654  -5.50348  0.29710
C  0.49643  -6.30061  0.79731
C  1.73314  -5.69259  1.09163
C  1.94883  -4.35791  0.88257
C  0.92354  -3.49177  0.37098
O  1.15367  -2.26567  0.16433
H  2.23874  3.94896  -0.93028
H  3.21997  4.70302  -3.06097
H  2.54430  3.63911  -5.21684
H  0.89324  1.79531  -5.16732
H  -0.59096  0.48508  -4.18052
H  -1.32503  -1.77091  -3.15455
H  -2.55386  -0.48886  -3.29264
H  -3.28695  -2.26314  -1.71668
H  -3.02784  -0.73637  -0.85340
H  -2.21388  -3.98881  -0.96391
H  -1.47284  -5.93730  0.04929
H  0.34173  -7.35961  0.96108
H  2.53815  -6.29735  1.49927
H  2.89288  -3.88849  1.12826
C  -4.84457  2.01168  -3.75147
C  -3.53867  2.48272  -3.66783
C  -2.84346  2.40003  -2.47095
C  -3.46821  1.86111  -1.35569
C  -4.77326  1.40379  -1.42144
C  -5.45855  1.47516  -2.62754
N  -2.69607  1.75556  -0.15157
N  -3.17547  2.45804  0.75115
C  -2.47019  2.44095  2.00190
C  -3.07792  3.25153  2.96244
C  -2.52680  3.32616  4.22849
C  -1.37668  2.58342  4.49292
C  -0.79868  1.79783  3.50185
C  -1.32092  1.67829  2.20166
H  -5.38181  2.06571  -4.69077
H  -3.05228  2.91143  -4.53598
H  -1.82612  2.75746  -2.37889
H  -5.23118  0.99167  -0.53072
H  -6.47657  1.10858  -2.68796
H  -3.97005  3.80818  2.69525
H  -2.97922  3.94487  4.99552
H  -0.92539  2.62147  5.48036
H  0.10513  1.24825  3.75446
I  3.65271  1.88142  4.26686
C  4.10795  1.35591  2.30682
C  5.42199  1.49118  1.85112
C  5.76690  1.16922  0.56486
I  7.75999  1.41919  -0.02089
C  4.78829  0.66416  -0.33325
C  5.03729  0.27219  -1.66667
C  4.02762  -0.24805  -2.42320
C  2.74903  -0.37952  -1.85286
N  2.47873  0.00743  -0.63499
C  3.46147  0.52841  0.13317
C  3.05852  0.91423  1.48635
O  1.85491  0.83308  1.84795
H  6.17387  1.86223  2.53537
H  6.03439  0.38204  -2.07367
H  4.19487  -0.55702  -3.44698
H  1.93156  -0.82503  -2.40903
O  -2.56239  -1.29480  2.45752
C  -1.54648  -1.67485  3.03501
C  -1.57019  -2.48891  4.32777
C  -0.10446  -2.79413  4.57519
C  0.62502  -2.05252  3.44328
O  1.83378  -2.04875  3.33633
N  -0.28135  -1.43696  2.61346
H  -2.20001  -3.36791  4.18423
H  -2.03195  -1.87525  5.10381
H  0.14136  -3.85428  4.49353
H  0.27859  -2.43710  5.53189

Its charge is -2. The value obtained for the LUMO energy is 3.51 eV. The calculation puts the energy above the lowest of the compared OMol25 structures with the same formula, charge and spin at 0.0 kJ/mol. The orbital gap is 5.9 eV.

A molecular structure, C22H16Cl5GaN10O, computed with ωB97M-V/def2-TZVPD.

CARTESIAN COORDINATES (ANGSTROEM)
Ga  0.00000  0.00000  0.00000
Cl  -1.93450  6.85120  0.00000
C  -1.87050  5.10710  0.00000
C  -0.63280  4.45760  0.00000
Cl  0.86520  5.33110  0.00000
C  -0.63040  3.06790  0.00000
Cl  0.73220  2.03150  0.00000
C  -1.75920  2.26280  0.00000
O  -1.51250  1.01450  0.00000
C  -2.99930  2.93820  0.00000
Cl  -4.47690  2.00250  0.00000
C  -3.06000  4.35040  0.00000
Cl  -4.60570  5.16390  0.00000
N  0.77920  0.73130  2.71660
C  0.53900  0.50580  4.04100
C  -0.46250  -0.43400  4.09050
C  -0.75650  -0.71000  2.74280
N  0.00000  0.00000  1.90230
H  1.45330  1.36380  2.29790
H  1.09090  1.02370  4.81180
H  -0.91730  -0.86090  4.97270
H  -1.48880  -1.39720  2.33860
N  -4.81680  -2.82550  -2.19270
C  -4.26510  -2.73810  -1.17470
N  -3.60690  -2.65840  0.11960
C  -2.44630  -1.78680  0.02850
N  -1.51150  -1.09860  0.00000
C  0.10580  -2.50110  -2.34280
C  0.55690  -2.73250  -0.94660
N  0.59030  -1.81670  0.00000
C  1.10120  -2.43310  1.10980
C  1.38130  -3.75000  0.84360
N  1.00220  -3.94170  -0.45990
C  1.10630  -5.18840  -1.19300
N  0.42020  -6.28890  -0.54980
N  1.10570  -7.41210  -0.25280
N  0.24720  -8.28050  0.26400
C  -0.99190  -7.69940  0.27530
C  -2.22830  -8.19580  0.71080
C  -3.35540  -7.37210  0.60200
C  -3.25150  -6.08410  0.07170
C  -2.02470  -5.57330  -0.36960
C  -0.91260  -6.41430  -0.25120
H  -0.17190  -1.45200  -2.48580
H  -0.76890  -3.11540  -2.57590
H  0.90470  -2.73740  -3.05220
H  1.24390  -1.89550  2.03840
H  1.79070  -4.54040  1.45920
H  2.17140  -5.42780  -1.28210
H  0.67880  -5.07790  -2.19290
H  -2.30250  -9.19590  1.12380
H  -4.32210  -7.74010  0.93930
H  -4.14210  -5.46080  0.00640
H  -1.95640  -4.56550  -0.76440
H  1.61050  0.00000  0.00000

Its charge is 0. The value obtained for the LUMO energy is 0.01 eV. The orbital gap is 8.5 eV.

A molecular structure, C33H41GeN6Sc, computed with ωB97M-V/def2-TZVPD.

CARTESIAN COORDINATES (ANGSTROEM)
Sc  1.08406  -1.12169  1.09285
C  1.00439  0.27237  2.82531
C  1.53638  1.27266  1.81536
C  2.75991  0.90410  1.03478
C  3.32828  -0.46847  1.29352
C  3.03753  -1.08965  2.54771
C  1.91466  -0.74368  3.29095
H  0.25344  0.65055  3.50888
H  1.43189  2.31948  2.09304
H  3.47831  1.70237  0.85931
H  4.24020  -0.73624  0.77306
H  3.62701  -1.94064  2.87975
H  1.69106  -1.30758  4.19059
N  0.38267  -1.70300  -1.16294
C  0.88650  -2.99793  -1.64253
C  2.17567  -3.34240  -0.91472
N  1.94289  -3.33306  0.53815
H  -0.55254  -1.51645  -1.51368
H  0.95876  -0.94038  -1.52501
H  1.06563  -3.00805  -2.72221
H  0.13368  -3.76228  -1.42955
H  2.92648  -2.57574  -1.12021
H  2.55776  -4.30048  -1.27911
H  2.82267  -3.27871  1.04064
H  1.48246  -4.19019  0.82802
C  1.40325  0.91626  0.32261
Ge  0.73568  2.04435  -1.02687
C  1.56795  1.48229  -2.71521
C  2.56606  0.50733  -2.68326
C  3.16013  0.05147  -3.85491
C  2.75994  0.56624  -5.07972
C  1.76900  1.53856  -5.12849
C  1.17984  1.98949  -3.95518
C  0.88570  3.98340  -0.79503
C  1.97629  4.51517  -0.10573
C  2.11346  5.88543  0.06599
C  1.15520  6.74820  -0.44855
C  0.06100  6.23570  -1.13031
C  -0.07210  4.86296  -1.29724
C  -1.18872  1.63669  -1.19083
C  -1.68152  0.75794  -2.15604
C  -3.00453  0.32669  -2.13341
C  -3.86517  0.78031  -1.14258
C  -3.39943  1.67344  -0.18623
C  -2.07600  2.09127  -0.21307
H  2.88067  0.10709  -1.72260
H  3.94046  -0.69910  -3.81122
H  3.22085  0.21538  -5.99459
H  1.45764  1.94594  -6.08254
H  0.40774  2.75103  -4.00881
H  2.72611  3.84979  0.30970
H  2.96502  6.28062  0.60583
H  1.25877  7.81745  -0.31306
H  -0.69221  6.90488  -1.52786
H  -0.94078  4.47329  -1.81804
H  -1.02085  0.39927  -2.94042
H  -3.36562  -0.35532  -2.89461
H  -4.89564  0.44770  -1.11999
H  -4.06433  2.02787  0.59104
H  -1.72292  2.77525  0.55323
C  -2.02727  -0.91492  1.46071
N  -1.07701  -2.04059  1.70840
C  -1.61299  -3.22583  1.00308
N  -2.95932  -3.57365  1.42995
C  -3.83244  -2.41696  1.19125
N  -3.37469  -1.22805  1.90703
C  -3.33165  -1.53671  3.33768
N  -2.45053  -2.67076  3.62374
C  -1.11134  -2.33501  3.16366
C  -2.92943  -3.82942  2.87275
H  -2.04525  -0.71076  0.38750
H  -1.63653  -0.04049  1.98148
H  -0.94932  -4.07499  1.18692
H  -1.62905  -3.01101  -0.06592
H  -4.84276  -2.66750  1.52003
H  -3.85305  -2.19921  0.12072
H  -4.33929  -1.77479  3.68183
H  -2.96978  -0.66126  3.87960
H  -0.43934  -3.17109  3.36613
H  -0.74965  -1.45545  3.69270
H  -3.93725  -4.08122  3.20694
H  -2.27278  -4.67959  3.06985

Its charge is 0. The value obtained for the LUMO energy is 0.08 eV. The calculation puts the energy above the lowest of the compared OMol25 structures with the same formula, charge and spin at 0.0 kJ/mol. The orbital gap is 5.3 eV.

no.,largest force on an atom (eV/Å)
1,1.126
2,5.810
3,0.501